DFT (ωB97M-V/def2-TZVPD) results for a molecular structure, C21H49As3F18N7O7Tl at a distorted geometry.

The geometry in XYZ format:
```
106
Properties=species:S:1:pos:R:3:lowdin_charge:R:1
Tl -7.24789 7.31836 -4.48998 1.436
As -7.50225 11.48497 -2.27090 0.834
As -3.39766 5.01907 -5.46293 0.844
As -10.73060 7.22753 -7.55445 0.813
F -2.73331 6.29234 -6.49303 -0.262
F -7.55631 13.02001 -1.40834 -0.257
F -2.62127 5.77930 -4.07667 -0.258
F -7.52161 12.35593 -3.76942 -0.229
F -4.09050 4.23210 -6.88626 -0.260
F -7.56204 9.94890 -3.18664 -0.291
F -11.27032 8.57068 -6.53653 -0.261
F -12.19700 7.45212 -8.50041 -0.266
F -11.57296 6.06490 -6.51965 -0.268
F -9.28418 7.00240 -6.58532 -0.287
F -4.87022 6.04224 -5.30616 -0.322
F -9.27127 11.42362 -2.20411 -0.254
F -5.73460 11.56548 -2.24406 -0.262
F -7.36143 10.64247 -0.73774 -0.255
F -9.89286 8.37446 -8.60356 -0.257
F -4.08099 3.85243 -4.33029 -0.258
F -10.24579 5.95866 -8.66900 -0.259
F -1.98588 3.98358 -5.58374 -0.258
O -10.00655 7.94478 -3.83841 -0.003
O -7.45987 4.89307 -6.16464 -0.015
O -5.44387 6.37448 -2.51536 0.015
O -8.00209 7.36791 -1.73397 -0.038
O -4.80801 8.96697 -4.33265 0.004
O -7.91400 9.74487 -5.97225 -0.021
O -8.04289 4.87560 -3.35227 -0.032
N -3.78944 10.94205 -4.22130 0.046
N -4.22713 7.36305 -0.86760 0.053
N -9.44539 3.13441 -3.36224 0.040
N -6.65847 3.81920 -7.95285 0.053
N -8.34991 8.00900 0.36111 0.038
N -10.90568 9.18771 -2.25161 0.058
N -9.38143 10.82681 -7.22949 0.059
C -8.86128 7.91972 1.72081 -0.052
C -8.23671 3.66875 -3.19669 -0.521
C -4.02018 4.99571 -1.22280 0.030
C -7.07369 2.74635 -2.97718 0.031
C -4.56475 8.73861 -1.23265 -0.054
C -10.67718 3.84084 -3.65141 -0.055
C -8.15762 10.70530 -6.72267 -0.501
C -9.50384 6.00215 -0.43956 0.030
C -9.00924 3.49773 -7.27649 0.026
C -12.18765 7.23060 -3.06775 0.031
C -8.57120 7.16919 -0.64534 -0.507
C -11.65785 9.45173 -1.05189 -0.058
C -4.04574 9.78271 -4.85698 -0.490
C -10.95617 8.14495 -3.07690 -0.492
C -7.64083 4.11634 -7.11112 -0.491
C -2.79341 11.95275 -4.51536 -0.056
C -3.24308 9.52204 -6.09032 0.026
C -7.09640 11.73730 -6.92390 0.013
C -6.65092 2.83401 -9.02402 -0.045
C -4.60416 6.32046 -1.62533 -0.501
C -9.87501 11.83614 -8.16131 -0.039
H -8.97660 2.45227 -7.58705 0.079
H -3.23602 8.48706 -6.42139 0.069
H -8.35181 8.58541 2.40774 0.094
H -10.38676 6.40508 0.06347 0.081
H -4.33465 11.16027 -3.39956 0.096
H -6.26807 3.01088 -3.66240 0.080
H -5.77473 4.25540 -7.71938 0.109
H -5.67071 2.83424 -9.49235 0.091
H -3.36430 4.60266 -1.99908 0.079
H -11.01889 9.33199 -0.17515 0.074
H -9.03342 12.45140 -8.48184 0.074
H -2.77860 12.20533 -5.57539 0.087
H -7.43835 3.08926 -9.73216 0.093
H -12.04532 10.47205 -1.08421 0.093
H -9.93401 8.12940 1.66896 0.072
H -4.56893 9.39641 -0.36332 0.091
H -6.66093 2.90777 -1.98033 0.082
H -9.59254 4.00533 -8.04779 0.075
H -11.33387 3.36379 -4.37826 0.093
H -3.55600 10.14894 -6.93035 0.094
H -6.85577 11.77790 -7.98958 0.092
H -12.17041 6.61146 -2.16891 0.076
H -10.03732 9.71254 -2.24005 0.100
H -3.10375 12.85002 -3.98260 0.094
H -3.39936 5.08853 -0.33080 0.081
H -10.22934 11.40772 -9.09834 0.090
H -5.50557 8.82939 -1.76482 0.052
H -8.84338 6.87579 2.03868 0.082
H -7.48181 12.71339 -6.62808 0.093
H -4.84140 4.30739 -1.03072 0.081
H -7.31884 1.69009 -3.08796 0.081
H -3.76478 9.15552 -1.84657 0.080
H -9.57499 3.63667 -6.35834 0.070
H -2.21511 9.86371 -5.95210 0.087
H -1.81589 11.61931 -4.16285 0.094
H -9.49837 2.12851 -3.36411 0.140
H -12.56207 8.86504 -0.88874 0.084
H -9.79674 5.61638 -1.41251 0.066
H -7.74347 8.77176 0.10328 0.112
H -6.17675 11.51588 -6.39118 0.074
H -6.80861 1.84223 -8.59678 0.087
H -10.47494 4.88353 -3.88394 0.073
H -9.05462 5.25643 0.21499 0.096
H -9.95327 10.01812 -7.01677 0.097
H -3.72356 7.17762 -0.01983 0.133
H -13.10128 7.82073 -3.08282 0.090
H -12.08548 6.57534 -3.92993 0.068
H -10.62881 12.49867 -7.74072 0.088
H -11.30318 3.78652 -2.75382 0.084
```

Calculated values
HOMO-LUMO gap = 3.50 eV
Relative energy (zero: lowest compared OMol25 entry of this formula, charge and spin) = 0.0 kcal/mol
Max |F| = 0.0366 Eh/bohr
LUMO energy = -6.021 eV
HOMO = -9.52 eV



DFT (ωB97M-V/def2-TZVPD) results for 2 unconnected molecules or ions with the total composition C4H8O.

The geometry in XYZ format:
```
13
Properties=species:S:1:pos:R:3:lowdin_charge:R:1
O 1.00247 -0.85721 0.27899 -0.058
C -1.35053 0.43434 0.40343 -0.106
C -1.47944 -1.03161 -0.00404 -0.001
C -0.28895 -0.57234 0.16494 -0.409
C 1.85568 0.22669 0.62073 -0.060
H -0.03135 0.20456 -2.21057 0.054
H -2.12623 -1.88930 -0.04522 0.091
H -1.57070 1.24375 -0.30751 0.068
H 1.42409 0.84525 1.41460 0.095
H 2.05756 0.84366 -0.26009 0.090
H -1.56253 0.71286 1.44095 0.078
H 2.78116 -0.22949 0.97434 0.091
H -0.71122 0.06885 -2.47055 0.067
```

Calculated values
SMILES = COC1=CC1.[H][H]
HOMO-LUMO gap = 9.61 eV
Relative energy (zero: lowest compared OMol25 entry of this formula, charge and spin) = 97.4 kcal/mol
Max |F| = 0.0087 Eh/bohr
LUMO energy = 1.089 eV
HOMO = -8.52 eV



DFT (ωB97M-V/def2-TZVPD) results for 2 unconnected molecules or ions with the total composition C2H8Br2OSi2 at a distorted geometry.

The geometry in XYZ format:
```
15
Properties=species:S:1:pos:R:3:lowdin_charge:R:1
Br -1.52547 0.60067 1.94007 0.294
Br -1.84411 0.23988 -1.48037 0.300
Si 0.93056 -1.52976 -0.49514 0.527
Si -1.48214 1.78421 0.07752 -0.280
O 1.20915 -0.10628 -0.09205 -0.437
C 0.87475 -3.12894 0.58646 -0.221
C 0.08525 2.70854 -0.28403 -0.305
H -0.12825 3.78602 0.22584 0.079
H 1.96034 -3.61172 0.76127 0.081
H 0.26797 -3.91826 0.24550 -0.011
H -0.16227 2.86234 -1.36110 0.023
H 1.05176 2.34880 0.09894 0.024
H -2.60017 2.72570 0.12260 -0.055
H 0.66679 -2.77967 1.59428 0.007
H 0.69584 -1.98150 -1.93979 -0.027
```

Calculated values
SMILES = C[SiH](Br)Br.C[SiH]=O
HOMO-LUMO gap = 10.45 eV
Relative energy (zero: lowest compared OMol25 entry of this formula, charge and spin) = 50.3 kcal/mol
Max |F| = 0.0766 Eh/bohr
LUMO energy = 0.229 eV
HOMO = -10.22 eV



DFT (ωB97M-V/def2-TZVPD) results for 2 unconnected molecules or ions with the total composition C7H19BrNOSi.

The geometry in XYZ format:
```
30
Properties=species:S:1:pos:R:3:lowdin_charge:R:1
Br -3.84359 1.03371 0.90537 0.601
Si -0.23565 -0.67656 0.30065 0.258
O 2.66914 0.18410 -3.22573 -0.122
N -0.98107 0.68119 -0.31939 -0.205
C -1.94851 1.68549 2.89061 -0.184
C -2.27126 2.04220 1.44697 -0.751
C -1.06998 1.86134 0.45954 -0.491
C 0.51292 -1.66575 -1.13028 -0.202
C -1.36000 -1.92624 1.20279 -0.215
C 1.18720 -0.32963 1.52282 -0.202
C 3.10996 -0.72820 -4.21316 -0.176
H -0.19183 2.02837 1.11374 0.070
H -0.85751 -2.88386 1.36589 0.003
H -2.60760 3.07718 1.40134 0.055
H -0.96800 2.08680 3.14486 0.066
H 3.99382 -0.36339 -4.74921 0.067
H 0.81154 -2.67975 -0.85545 0.006
H -1.12390 2.74905 -0.19471 0.074
H -1.91908 0.60396 3.01899 0.044
H 1.78320 0.52571 1.20222 0.011
H -1.68983 -1.54226 2.17067 -0.008
H 2.32314 -0.95499 -4.93943 0.074
H -0.21453 -1.69343 -1.94343 0.013
H 3.37243 -1.64831 -3.69574 0.075
H 2.40333 0.99842 -3.65731 0.075
H -2.24455 -2.08878 0.58593 0.006
H 1.38557 -1.13034 -1.50810 -0.008
H -2.69717 2.08282 3.57517 0.056
H 0.81342 -0.13847 2.53183 0.003
H 1.85841 -1.19037 1.59255 0.007
```

Calculated values
Net charge = -1
HOMO-LUMO gap = 5.82 eV
Max |F| = 0.0111 Eh/bohr
LUMO energy = 3.127 eV
HOMO = -2.69 eV



DFT (ωB97M-V/def2-TZVPD) results for a single C5H9N molecule at a distorted geometry.

The geometry in XYZ format:
```
15
Properties=species:S:1:pos:R:3:lowdin_charge:R:1
N 1.98188 -1.46886 -0.79086 0.137
C -0.58128 0.06084 0.30023 -0.269
C 1.81009 -0.85280 0.17761 -0.286
C -0.66135 1.49266 -0.25136 -0.101
C -0.78021 -0.98509 -0.79545 -0.108
C 1.08908 -0.12540 1.17754 -0.065
H -0.28946 1.54616 -1.28326 0.081
H -0.04940 2.14485 0.36872 0.059
H -1.23634 -0.09603 1.15503 0.103
H 1.11935 -0.69253 2.13444 0.102
H 1.55008 0.85575 1.38532 0.091
H -1.15126 -0.59918 -1.75639 0.083
H -1.67741 1.91896 -0.26745 0.082
H -1.36801 -1.86164 -0.49972 0.079
H 0.24425 -1.33771 -1.05439 0.014
```

Calculated values
SMILES = CC(C)CC#N
HOMO-LUMO gap = 11.54 eV
Relative energy (zero: lowest compared OMol25 entry of this formula, charge and spin) = 40.0 kcal/mol
Max |F| = 0.0310 Eh/bohr
LUMO energy = 0.948 eV
HOMO = -10.59 eV



DFT (ωB97M-V/def2-TZVPD) results for 2 unconnected molecules or ions with the total composition C4H8N2O2 at a distorted geometry.

The geometry in XYZ format:
```
16
Properties=species:S:1:pos:R:3:lowdin_charge:R:1
O -3.90669 0.36815 1.43534 0.208
O -3.10177 -0.46973 -0.52420 0.213
N 1.01443 -0.02449 0.19307 -0.244
N -0.35569 1.54527 -0.55659 0.043
C 1.37781 -0.86744 1.31133 -0.109
C 1.30669 -0.39161 -1.24527 0.004
C -3.42423 0.00502 0.45552 -0.458
C 0.18174 0.93227 0.53232 -0.186
H 0.77998 -1.81738 1.41969 0.087
H -0.13690 1.38819 -1.50408 0.051
H 0.34943 -0.37423 -1.71120 0.070
H 1.70186 -1.32626 -1.38398 0.064
H 1.85666 0.37238 -1.57518 0.048
H -1.08596 2.17937 -0.35035 0.061
H 1.03123 -0.33366 2.23075 0.079
H 2.41143 -1.18585 1.27283 0.070
```

Calculated values
HOMO-LUMO gap = 8.90 eV
Relative energy (zero: lowest compared OMol25 entry of this formula, charge and spin) = 61.1 kcal/mol
Max |F| = 0.0930 Eh/bohr
LUMO energy = 0.617 eV
HOMO = -8.28 eV



DFT (ωB97M-V/def2-TZVPD) results for a molecular structure, C25H26BiN5O9S at a distorted geometry.

The geometry in XYZ format:
```
67
Properties=species:S:1:pos:R:3:lowdin_charge:R:1
Bi -1.11891 16.91048 4.01888 1.524
S 0.15228 16.07921 5.93305 -0.161
O -4.04780 17.65002 5.13795 -0.160
O -1.55968 10.56994 2.52960 0.018
O 0.10180 20.34740 1.58489 -0.061
O -0.11312 15.10751 2.65676 -0.169
O -3.71637 17.45739 7.98391 -0.006
O -2.54990 14.95182 4.16764 -0.268
O -3.61065 12.23870 4.16612 0.027
O -2.54005 19.27211 3.70379 -0.077
O 0.24810 12.53650 1.17143 0.049
N -2.48216 16.93132 1.06637 0.107
N -3.26212 15.26704 7.51506 -0.140
N -4.02744 20.99510 3.82995 -0.146
N 0.34220 18.93110 4.84024 -0.032
N 0.06121 18.14096 2.25035 -0.099
C -2.20736 19.01218 -0.03771 -0.042
C -5.28617 21.53780 4.25681 -0.076
C -4.42269 18.19131 0.46346 -0.085
C -2.17446 15.39017 8.42519 -0.115
C -3.53773 13.96961 6.93256 -0.042
C -4.34532 18.99332 5.29158 -0.143
C -3.58255 19.76638 4.17605 -0.363
C 0.32295 19.87956 3.89721 -0.211
C -3.81889 17.09476 1.08115 -0.118
C -4.74863 16.73680 6.04427 -0.073
C 1.04852 21.51224 5.54726 -0.103
C -0.20473 17.73088 0.91148 -0.202
C -0.86397 14.07714 2.78350 -0.320
C -3.89158 16.47027 7.25953 -0.413
C -3.57110 19.18745 -0.02486 -0.105
C 0.13628 19.46237 2.48120 -0.542
C 0.65051 19.20817 6.10119 -0.171
C 0.97701 20.51781 6.52030 -0.068
C -2.03596 13.92711 3.56389 -0.351
C -3.13761 21.82440 3.00189 -0.024
C -1.69601 17.88702 0.59935 -0.271
C -1.62243 11.79268 2.70857 -0.241
C -0.59395 12.79613 2.01395 -0.264
C -2.56311 12.56964 3.62947 -0.329
C 0.72103 21.23337 4.21529 0.001
H 0.14037 16.71239 0.78778 0.099
H -3.97271 19.35950 6.26145 0.141
H -5.40284 19.25573 5.20515 0.099
H -2.78927 13.78467 6.13543 0.081
H -4.01908 20.09298 -0.48721 0.102
H -2.40716 16.22241 9.11862 0.080
H 1.33233 22.47251 5.87916 0.072
H -2.84135 22.75714 3.55117 0.093
H -1.21555 15.67947 7.87281 -0.019
H -5.62746 22.30156 3.57813 0.072
H 0.57487 18.34069 6.73508 -0.007
H 0.34588 18.42106 0.22508 0.114
H -5.15858 22.03830 5.25017 0.103
H -5.45514 18.35903 0.40648 0.066
H -2.01116 14.49504 8.99469 0.067
H -6.10807 20.80435 4.35529 0.085
H -5.74090 17.14908 6.35993 0.138
H 1.28684 20.66905 7.57079 0.097
H -3.65754 22.11651 2.06895 0.086
H 0.77888 21.90401 3.34227 0.105
H -3.46127 13.27559 7.76656 0.080
H -4.34814 16.31804 1.61819 0.106
H -1.51847 19.74679 -0.51503 0.119
H -2.20046 21.23677 2.80143 0.088
H -4.54585 13.90542 6.49071 0.092
H -4.79104 15.81234 5.47640 0.105
```

Calculated values
Net charge = -2
HOMO-LUMO gap (spin up / spin down) = 4.94 / 4.94 eV
Relative energy (zero: lowest compared OMol25 entry of this formula, charge and spin) = 0.0 kcal/mol
Max |F| = 0.0561 Eh/bohr
LUMO energy (spin up / spin down) = 3.808 / 3.808 eV
HOMO (spin up / spin down) = -1.13 / -1.13 eV



DFT (ωB97M-V/def2-TZVPD) results for 2 unconnected molecules or ions with the total composition C8H12N2O3S at a distorted geometry.

The geometry in XYZ format:
```
26
Properties=species:S:1:pos:R:3:lowdin_charge:R:1
S 4.58070 -0.09127 -0.21700 0.606
O -2.51414 2.37409 2.56279 -0.098
O -2.73804 0.90852 4.12193 -0.103
O -0.89208 1.99617 3.92486 -0.086
N -2.04814 1.75960 3.53648 -0.680
N -3.26728 -0.88423 0.11620 0.020
C 3.65157 -0.48691 -1.78937 -0.564
C -2.24383 -0.98832 1.24571 0.056
C 2.02048 -0.47622 -1.67645 -0.272
C -0.19542 0.14014 -0.38784 -0.078
C 1.38958 0.61985 -0.63360 -0.180
C -0.65978 -0.48375 1.09209 0.077
C -1.33420 0.25651 -1.56356 0.032
C -2.87563 -0.29114 -1.24825 0.031
H -2.53239 -1.45376 2.30734 0.148
H 1.86751 0.63426 0.43307 0.097
H -3.64359 -0.18930 -2.14666 0.128
H -4.24810 -1.24286 0.26130 0.154
H 3.97416 -1.59316 -2.10020 0.086
H 1.35397 1.69442 -1.15333 0.146
H 3.99642 -0.83711 0.83697 -0.109
H 4.02743 0.23872 -2.65415 0.101
H 1.58617 -1.57559 -1.50613 0.129
H 0.12113 -0.57655 1.98685 0.133
H -0.99256 0.71574 -2.59158 0.110
H 1.61606 -0.16786 -2.75749 0.117
```

Calculated values
HOMO-LUMO gap = 4.76 eV
Relative energy (zero: lowest compared OMol25 entry of this formula, charge and spin) = 308.7 kcal/mol
Max |F| = 0.0977 Eh/bohr
LUMO energy = -2.224 eV
HOMO = -6.98 eV